DFT (wB97M-V/def2-TZVPD) results for a 15-piece molecular cluster, C60H165N15O15 overall in a non-equilibrium geometry.

Results
lowest unoccupied orbital energy (alpha / beta) = -2.5 / -8.3 eV
orbital gap (alpha / beta) = 7.54 / 1.74 eV
multiplicity = 2
relative energy (zero: lowest compared OMol25 entry of this formula, charge and spin) = 461.2 kJ/mol
electronic energy = -117934.8044 eV
total charge = +1

```
255
C60H165N15O15, DFT wB97M-V/def2-TZVPD
C 2.28965 1.88350 2.67164
C 3.15009 1.41380 3.83327
C 4.34576 0.65676 3.32810
O 4.68077 -0.38738 4.29753
C 6.00677 -0.93837 4.12999
N 3.44445 2.45622 4.83385
H 1.70209 1.04151 2.30569
H 2.67285 2.46836 1.83546
H 1.63035 2.62855 3.11697
H 2.57129 0.66484 4.37377
H 5.24106 1.27360 3.40586
H 4.14089 0.34635 2.30352
H 6.78487 -0.19062 3.97663
H 6.02325 -1.64382 3.29923
H 6.07437 -1.62415 4.97452
H 4.16121 1.96803 5.35158
H 2.70614 2.59327 5.50930
C 0.61076 -7.31035 -2.72844
C 0.40437 -5.94426 -3.37396
C 1.62400 -5.08656 -3.34712
O 2.19427 -5.13238 -2.04832
C 3.23851 -4.28527 -1.69937
N -0.15373 -6.21925 -4.64578
H 1.61876 -7.72185 -2.67638
H 0.00105 -8.09956 -3.16834
H 0.25263 -7.33780 -1.69932
H -0.45272 -5.57616 -2.81005
H 1.23504 -4.07079 -3.41805
H 2.36351 -5.31913 -4.11336
H 3.39573 -4.51801 -0.64617
H 3.12516 -3.20497 -1.79006
H 4.10697 -4.58461 -2.28609
H 0.42451 -6.86702 -5.16166
H -1.00982 -6.60610 -4.27487
C -2.72373 -8.08351 3.61775
C -1.69837 -7.11200 4.22340
C -1.19641 -6.12585 3.15137
O -0.46263 -6.69467 2.10715
C 0.00304 -5.72820 1.19974
N -2.25474 -6.39203 5.38291
H -3.43703 -8.48562 4.33718
H -2.09788 -8.86745 3.19131
H -3.37331 -7.64478 2.86034
H -0.91503 -7.77419 4.59216
H -0.49045 -5.55898 3.75831
H -2.08474 -5.68266 2.70130
H -0.71105 -5.33052 0.47861
H 0.80889 -6.14173 0.59337
H 0.37791 -4.88217 1.77575
H -3.00427 -5.76838 5.11958
H -2.62120 -7.06098 6.04497
C -1.23382 1.45458 -0.48488
C 0.23993 1.47908 -0.44399
C 0.68293 0.03501 -0.68597
O 0.54525 -0.89293 0.45475
C 0.96820 -2.26317 0.38406
N 0.80143 2.39473 -1.48683
H -1.74822 0.61112 -0.02438
H -1.62929 1.34814 -1.49502
H -1.79591 2.27421 -0.03728
H 0.47642 1.90138 0.53266
H 1.75063 0.12841 -0.88448
H 0.23591 -0.51543 -1.51380
H 0.92867 -2.60548 1.41815
H 1.97845 -2.54036 0.08297
H 0.17692 -2.80748 -0.13141
H 1.78130 2.53747 -1.28791
H 0.41643 3.30665 -1.28611
C 4.25925 3.88649 -3.15197
C 4.99603 2.64249 -2.58389
C 6.46162 2.58474 -3.13458
O 7.17660 3.86708 -3.07002
C 8.54071 3.79119 -3.51855
N 5.06864 2.81336 -1.11741
H 4.14971 3.73372 -4.22563
H 4.62268 4.86179 -2.82825
H 3.25393 3.68246 -2.78342
H 4.53507 1.68527 -2.82749
H 6.39640 2.26766 -4.17539
H 6.99496 1.79906 -2.59947
H 8.68534 3.38686 -4.52039
H 9.32520 3.37309 -2.88778
H 8.72651 4.84914 -3.70378
H 5.89278 2.25037 -0.96272
H 5.36180 3.77634 -1.03475
C -3.48135 -2.30744 -0.66683
C -4.39974 -3.10620 -1.52427
C -3.85754 -4.51826 -2.07014
O -4.69923 -4.96153 -3.17766
C -4.27915 -6.09569 -3.87348
N -5.60585 -3.23254 -0.87814
H -3.30291 -2.82118 0.27780
H -3.83153 -1.37232 -0.22975
H -2.50694 -2.14730 -1.12833
H -4.63863 -2.48394 -2.38673
H -4.03255 -5.24938 -1.28088
H -2.79900 -4.52147 -2.33010
H -4.88694 -6.32187 -4.74957
H -4.16834 -7.00592 -3.28416
H -3.29696 -5.90770 -4.30714
H -5.50776 -3.87842 -0.10788
H -5.92198 -2.34219 -0.52115
C 4.89385 -0.65083 -1.78868
C 5.21190 -1.17598 -0.39189
C 6.31950 -2.30282 -0.35895
O 6.29343 -2.91905 0.88196
C 7.19985 -4.00255 1.04646
N 5.66638 -0.08576 0.35897
H 4.40687 -1.45484 -2.34051
H 5.67647 -0.34842 -2.48449
H 4.07112 0.06321 -1.82545
H 4.30432 -1.61364 0.02385
H 7.29258 -1.93812 -0.68794
H 6.12730 -3.15852 -1.00620
H 8.21780 -3.74392 0.75495
H 6.96065 -4.86126 0.41918
H 7.13595 -4.42965 2.04726
H 5.84463 -0.37844 1.30905
H 4.88163 0.54847 0.31419
C 2.90544 -2.55496 6.50221
C 3.33029 -4.03173 6.54273
C 3.01038 -4.85810 5.20633
O 3.79081 -4.53512 4.00280
C 3.18943 -3.63488 3.08878
N 4.71344 -4.19379 6.97179
H 3.42331 -1.81089 7.10742
H 1.81773 -2.48800 6.47953
H 3.09621 -2.07434 5.54266
H 2.68551 -4.55646 7.24771
H 1.92591 -4.80746 5.10905
H 3.16867 -5.90686 5.45765
H 2.24126 -4.03039 2.72457
H 3.82969 -3.59679 2.20747
H 3.11223 -2.57139 3.31491
H 4.93600 -5.16336 6.79716
H 5.37385 -3.68328 6.40317
C -4.91515 1.39801 -2.61385
C -5.76303 0.10368 -2.60359
C -7.06299 0.27147 -1.71577
O -6.83148 -0.23568 -0.45219
C -7.08140 0.66503 0.54303
N -5.97277 -0.31521 -3.97288
H -5.57014 2.26813 -2.65812
H -4.16115 1.46332 -3.39828
H -4.34975 1.50321 -1.68793
H -5.02172 -0.51522 -2.09809
H -7.73943 -0.41321 -2.22739
H -7.48883 1.26677 -1.84275
H -8.01776 1.21920 0.47822
H -6.30876 1.43388 0.54008
H -7.22739 0.15273 1.49399
H -6.50374 -1.17403 -3.99705
H -5.02053 -0.53704 -4.22610
C 1.14871 4.91180 1.13662
C 0.48457 5.63605 -0.00140
C 1.29198 5.70254 -1.29869
O 0.86453 6.70294 -2.21966
C 0.95727 6.36233 -3.58450
N -0.79856 4.95564 -0.36566
H 2.13614 5.36812 1.20633
H 1.40311 3.91620 0.77308
H 0.61806 4.82153 2.08444
H 0.21730 6.62300 0.37620
H 1.35673 4.67096 -1.64475
H 2.26986 6.07918 -0.99871
H 0.50550 5.45416 -3.98354
H 1.96404 6.34277 -4.00179
H 0.46712 7.16314 -4.13817
H -1.07887 5.54842 -1.13386
H -1.49360 5.21775 0.31868
C 0.85864 -0.61223 -5.92989
C 2.16424 -0.40769 -5.30779
C 2.84837 0.98504 -5.54277
O 2.84699 1.29425 -6.87836
C 3.16489 2.66188 -7.17777
N 2.16320 -0.67386 -3.91366
H 0.88088 -0.70883 -7.01537
H 0.12431 0.10821 -5.56957
H 0.47279 -1.57000 -5.58076
H 2.92190 -1.05018 -5.75643
H 3.88151 0.93994 -5.19829
H 2.26061 1.72551 -5.00022
H 4.15726 2.91911 -6.80744
H 2.40660 3.41467 -6.96235
H 3.09820 2.65450 -8.26570
H 1.37225 -0.16180 -3.54992
H 3.01293 -0.22791 -3.59875
C -4.20194 3.69721 0.24387
C -3.97468 4.39721 1.55530
C -3.89512 5.95744 1.37152
O -2.68128 6.34416 0.68526
C -2.71549 7.67679 0.16600
N -5.00067 4.19194 2.52748
H -5.19689 3.84184 -0.17714
H -4.40191 2.64000 0.41824
H -3.46984 3.80185 -0.55687
H -3.01265 3.93884 1.78443
H -3.84112 6.47861 2.32732
H -4.74773 6.33933 0.80998
H -3.04817 7.69234 -0.87187
H -1.66277 7.95890 0.14862
H -3.36176 8.29700 0.78711
H -4.69460 4.74950 3.31206
H -5.73156 4.79469 2.17737
C -4.47706 -4.02515 3.28099
C -4.54247 -2.93149 4.39859
C -3.10931 -2.35307 4.71218
O -2.54608 -1.62562 3.58045
C -1.10878 -1.61149 3.51968
N -5.46068 -1.99166 3.76922
H -3.97722 -4.91582 3.66174
H -4.07059 -3.76882 2.30264
H -5.47843 -4.42132 3.11248
H -4.94965 -3.28175 5.34707
H -2.39045 -2.99848 5.21696
H -3.14745 -1.51205 5.40452
H -0.76602 -1.10201 4.42026
H -0.74975 -1.01116 2.68374
H -0.79738 -2.65096 3.41646
H -5.14369 -1.07082 4.03693
H -5.32841 -2.06917 2.77092
C -1.65468 5.17950 6.34957
C -2.36079 4.80392 5.08413
C -2.79840 3.31459 5.09347
O -1.67408 2.54468 4.70263
C -1.42082 2.46325 3.31107
N -3.48667 5.74168 4.99168
H -1.47743 6.25419 6.39127
H -0.74252 4.58317 6.37080
H -2.21666 4.94794 7.25437
H -1.83696 5.07626 4.16788
H -3.60095 3.10948 4.38499
H -3.00780 2.94131 6.09593
H -2.12694 2.10657 2.56122
H -0.62399 1.72576 3.21479
H -1.10758 3.46558 3.01900
H -3.25452 6.70642 5.18011
H -4.29963 5.51988 5.54847
C -1.69746 2.80657 -7.02615
C -1.81399 3.37251 -5.60140
C -2.99870 4.30785 -5.27554
O -2.75010 4.61053 -3.90533
C -3.69644 5.53666 -3.47612
N -1.81408 2.13963 -4.82789
H -2.02279 3.65997 -7.62111
H -2.50556 2.08231 -7.12876
H -0.69347 2.44238 -7.24402
H -0.88958 3.94552 -5.52919
H -3.91195 3.72512 -5.39586
H -2.96675 5.19835 -5.90330
H -3.77522 6.43858 -4.08312
H -3.40410 5.89478 -2.48901
H -4.73303 5.21971 -3.36158
H -2.67461 1.61252 -4.86980
H -1.77792 2.47743 -3.87675
```